1.
This record from the Open Molecules 2025 dataset describes a cluster of 8 separate species, C26H64F6O28P6 in total at a distorted geometry. The level of theory is ωB97M-V/def2-TZVPD.

ORCA input file:
```
! RIJCOSX wB97M-V def2-TZVPD def2/J DEFGRID3
* xyz 0 1
C -5.5012 -2.4218 -5.0272
O -4.2936 -1.8053 -5.4479
P -3.9799 -0.3459 -4.9410
O -5.0628 0.6216 -5.0898
O -3.4827 -0.6307 -3.4527
C -2.9771 0.4763 -2.7058
O -2.6328 0.0013 -5.6999
C -2.5304 1.1482 -6.5448
H -5.8778 -2.0439 -4.0713
H -5.3662 -3.4872 -4.8434
H -6.2747 -2.2595 -5.7762
H -2.4692 1.1787 -3.3868
H -2.1642 0.1463 -2.0695
H -3.7599 1.0882 -2.2664
H -1.4934 1.3204 -6.8251
H -2.9667 2.0173 -6.0604
H -3.0371 0.9398 -7.4913
C 4.6514 4.3752 1.7879
O 3.7760 4.5732 2.9086
P 3.8931 3.5253 4.1222
O 3.1987 4.0171 5.3074
O 5.4663 3.2654 4.2826
C 6.2128 4.2890 4.9548
O 3.3476 2.2129 3.4140
C 3.3821 0.9728 4.1151
H 5.4558 5.1102 1.8554
H 4.0740 4.5567 0.8838
H 5.1129 3.3914 1.7284
H 6.9290 3.8204 5.6223
H 5.5697 4.9844 5.4926
H 6.7518 4.8738 4.2053
H 4.3581 0.4895 4.0558
H 2.6293 0.2958 3.7142
H 3.1323 1.1163 5.1703
C -3.2275 3.1262 -0.2906
O -3.0044 2.6356 1.0346
P -2.4015 3.6509 2.1084
O -3.1240 4.9212 2.2162
O -0.8688 3.8588 1.7378
C -0.0104 2.7223 1.6530
O -2.2785 2.7805 3.4256
C -3.3792 2.0891 4.0114
H -2.6134 2.5592 -0.9866
H -3.0471 4.2004 -0.3340
H -4.2748 2.9757 -0.5612
H -0.3944 1.8233 2.1346
H 0.8484 2.9350 2.3019
H 0.4177 2.5045 0.6791
H -3.7720 2.5947 4.8935
H -2.9803 1.1239 4.3258
H -4.1950 1.9191 3.3106
C 2.9415 2.6234 -3.3453
O 2.1459 1.9381 -2.3806
P 0.5682 1.8593 -2.4453
O -0.0888 1.1215 -1.3620
O -0.0112 3.3347 -2.5425
C 0.5568 4.3931 -1.7822
O 0.2841 1.2842 -3.9116
C 0.3282 -0.1373 -4.0271
H 3.4846 1.8518 -3.8952
H 3.6275 3.3244 -2.8791
H 2.3526 3.1378 -4.1083
H 0.8099 5.2379 -2.4203
H 1.4719 4.1202 -1.2481
H -0.1448 4.7151 -1.0125
H -0.6373 -0.5528 -4.3106
H 0.6419 -0.6321 -3.1030
H 1.0527 -0.4599 -4.7791
C -0.9152 -5.2209 2.6461
O 0.2997 -4.5405 2.9572
P 1.5716 -5.4278 3.3811
O 1.6328 -6.7136 2.6783
O 2.7572 -4.4211 3.1742
C 2.7603 -3.1258 3.7573
O 1.5064 -5.5487 4.9707
C 0.8176 -6.6572 5.5620
H -1.4086 -5.6466 3.5237
H -0.7581 -6.0680 1.9749
H -1.5439 -4.4916 2.1479
H 2.4667 -3.1389 4.8122
H 2.1246 -2.4223 3.2251
H 3.7917 -2.7744 3.8133
H 0.2469 -7.2359 4.8367
H 0.1538 -6.3219 6.3557
H 1.5830 -7.3125 5.9804
C -5.2562 -0.4669 0.0575
O -4.8943 -0.8586 1.3842
P -5.9584 -1.1757 2.4935
O -7.2189 -1.7729 2.0410
O -5.1525 -2.0998 3.5242
C -5.0889 -3.5002 3.3122
O -6.0084 0.2145 3.2564
C -6.4332 0.3257 4.6258
H -5.4298 -1.3777 -0.5169
H -4.4684 0.1209 -0.3975
H -6.1891 0.0979 0.0569
H -5.4365 -4.0088 4.2086
H -4.0657 -3.7874 3.0591
H -5.6915 -3.8467 2.4684
H -7.1842 1.1170 4.6115
H -5.5491 0.6132 5.1860
H -6.9584 -0.5245 5.0591
C 2.9121 -0.6720 -0.4697
C 2.0692 -1.8815 -0.0423
O 0.6795 -1.5974 -0.0016
C 0.1160 -1.1831 1.1003
O 0.6720 -0.8566 2.1175
C -1.4117 -1.2063 1.0342
F -1.8422 -2.2360 1.7939
F -1.9684 -0.1030 1.5097
F -1.8601 -1.4074 -0.2081
H 2.7726 0.0890 0.3057
H 2.5480 -0.1461 -1.3483
H 3.9363 -1.0328 -0.5220
H 2.4319 -2.2356 0.9215
H 2.2063 -2.6655 -0.7853
C 5.0214 -2.1503 -3.7338
C 5.7029 -1.8280 -5.0421
O 4.9730 -0.7034 -5.6021
C 5.3554 -0.2988 -6.7873
O 6.2380 -0.7403 -7.4700
C 4.5367 0.8641 -7.3758
F 3.4506 1.1435 -6.6162
F 5.2469 1.9762 -7.4820
F 4.0912 0.5127 -8.5751
H 4.0460 -2.5781 -3.9799
H 4.8567 -1.2874 -3.0943
H 5.5645 -2.9353 -3.2074
H 5.6398 -2.6380 -5.7681
H 6.7624 -1.5976 -4.9268
*
```

The calculation puts the frontier orbital gap at 10.25 eV.

2.
This record from the Open Molecules 2025 dataset describes a cluster of 2 separate species, C9H5ClN3O2 in total at a distorted geometry. The level of theory is ωB97M-V/def2-TZVPD.

ORCA input file:
```
! RIJCOSX wB97M-V def2-TZVPD def2/J DEFGRID3
* xyz 1 1
C -1.6941 -2.6626 0.0431
C 0.1758 1.8161 1.8659
C -0.3229 0.5950 2.3284
C 0.5286 2.1092 0.5669
C -0.5239 -0.4008 1.4206
C 0.3934 1.0310 -0.3089
C -0.0732 -0.2295 0.1425
C -0.3261 -2.9210 -0.1420
C 0.2650 -0.3452 -2.0267
N -2.8192 -2.3782 0.0639
N 0.6748 0.9036 -1.6625
N -0.0780 -1.0944 -0.9308
O 0.5745 -3.5675 0.1120
O 0.9045 1.8664 -2.5469
Cl 0.4152 -0.9811 -3.6312
H 0.5319 2.6150 2.6321
H -0.5059 0.5144 3.3755
H 1.1823 3.0017 0.2458
H -0.8525 -1.4948 1.6919
H 1.5498 1.6229 -3.2398
*
```

The calculation puts the frontier orbital gap at 6.96 eV.

3.
This record from the Open Molecules 2025 dataset describes the ion C10H16N3 with charge +1 at a distorted geometry. The level of theory is ωB97M-V/def2-TZVPD.

ORCA input file:
```
! RIJCOSX wB97M-V def2-TZVPD def2/J DEFGRID3
* xyz 1 1
C -0.9545 0.0827 -1.9817
C -1.8997 0.3340 -1.1735
C 0.8385 -1.0448 0.9452
C 1.3705 0.1457 -1.1428
C -1.6713 0.9603 0.2246
C -3.3514 0.0790 -1.4296
C 2.2927 0.8190 -2.0722
C -2.4833 2.1679 0.5052
C 2.6395 -1.2508 2.5627
C 1.6104 -2.1098 1.7692
N -0.3372 -0.7185 1.3410
N -0.9703 0.4001 1.0788
N 1.6503 -0.5761 -0.0906
H -0.7971 -0.4928 -2.8875
H -3.8453 1.0264 -1.1974
H -3.6602 -0.6385 -0.6923
H -3.6414 -0.3015 -2.4461
H 2.0903 0.4356 -3.0550
H 3.2521 0.7540 -1.7300
H 1.8462 1.7977 -2.1960
H -2.8345 2.5763 -0.4417
H -1.8909 2.7155 1.2353
H -3.4450 1.8554 1.0600
H 3.2362 -1.8418 3.1310
H 2.2013 -0.4433 3.0231
H 3.4241 -0.7576 1.8921
H 0.7654 -2.6128 2.3290
H 1.9265 -2.9466 1.1672
H 2.6381 -0.4147 0.2724
*
```

The calculation puts the frontier orbital gap (spin up / spin down) at 7.90 / 7.90 eV.

4.
This record from the Open Molecules 2025 dataset describes the molecule C2H8N2Si at a distorted geometry. The level of theory is ωB97M-V/def2-TZVPD.

ORCA input file:
```
! RIJCOSX wB97M-V def2-TZVPD def2/J DEFGRID3
* xyz 0 1
C 0.0612 1.1720 0.6848
C -0.2632 -1.2889 -0.2095
N 1.3090 0.4413 0.3719
N 1.1181 -0.9099 -0.1587
Si -1.2591 0.1862 -0.6971
H -0.2134 0.7456 1.6354
H 0.2704 2.2190 0.6550
H -0.3803 -2.1908 -0.8141
H -0.6933 -1.5384 0.8084
H 1.8872 0.9266 -0.4721
H 1.7063 -1.5096 0.3615
H -2.6412 0.6014 -0.3042
H -0.9016 1.1454 -1.8612
*
```

The calculation puts the frontier orbital gap at 8.34 eV.

5.
This record from the Open Molecules 2025 dataset describes a structure of composition C24H32Cl2IrN3O4PS3Te at a distorted geometry. The level of theory is ωB97M-V/def2-TZVPD.

ORCA input file:
```
! RIJCOSX wB97M-V def2-TZVPD def2/J DEFGRID3
* xyz 1 5
Ir 0.1169 -0.1365 -0.4754
C -2.0918 0.1991 2.4866
C -0.7202 0.7694 2.5990
N 0.2336 0.5643 1.7290
C 1.4032 1.1968 2.0849
C 1.3387 1.8952 3.2444
S -0.2273 1.7482 3.9088
C 2.5410 1.0164 1.1759
C 3.8353 1.3695 1.3669
S 4.7670 0.8834 0.0232
C 3.3857 0.2400 -0.7324
N 2.2950 0.3791 -0.0247
C 3.4298 -0.4170 -2.0699
H -2.4348 0.2938 1.4577
H -2.7919 0.7140 3.1423
H -2.0764 -0.8581 2.7544
H 2.1089 2.4751 3.7233
H 4.2777 1.8563 2.2187
H 4.4473 -0.6826 -2.3497
H 3.0370 0.2580 -2.8316
H 2.8194 -1.3200 -2.0472
Cl 0.2641 -0.1957 -3.1391
C -1.4396 -0.3683 -3.5382
C -1.7800 -0.1788 -4.8654
C -3.1143 -0.2484 -5.2266
C -4.0782 -0.4923 -4.2604
C -3.7015 -0.6882 -2.9446
Cl -4.9593 -0.9704 -1.7814
C -2.3621 -0.6512 -2.5288
S -1.9629 -0.9620 -0.8442
H -1.0098 0.0271 -5.5948
H -3.4050 -0.1032 -6.2573
H -5.1263 -0.5328 -4.5189
C -4.5841 2.2100 0.7809
C -3.7820 2.8102 -0.3429
O -2.4097 2.3640 -0.1801
P -1.2043 2.9905 -0.9949
O -0.0056 2.1483 -0.6828
Te -1.7347 3.1598 -3.3226
O -1.0396 4.4883 -0.5320
C -0.5772 4.7682 0.8224
C 0.9171 4.9668 0.8305
H -5.6365 2.4670 0.6584
H -4.2505 2.5874 1.7473
H -4.4978 1.1230 0.7703
H -3.8043 3.9017 -0.3297
H -4.1289 2.4656 -1.3179
H -0.8858 3.9535 1.4821
H -1.1125 5.6676 1.1196
H 1.4297 4.0597 0.5116
H 1.2420 5.2179 1.8420
H 1.2024 5.7837 0.1695
O 1.0932 -2.3917 -0.4906
C 0.8346 -3.3400 0.2422
C 1.0519 -4.7527 -0.1952
C 2.5188 -5.0592 0.1839
C 2.9488 -4.6938 1.6152
C 3.0353 -3.1867 1.9228
C 1.6987 -2.5315 2.2997
N 0.5709 -3.1626 1.5833
H 0.8982 -4.8550 -1.2670
H 0.3731 -5.4272 0.3325
H 3.1613 -4.5175 -0.5160
H 2.6966 -6.1210 0.0127
H 3.9373 -5.1291 1.7676
H 2.3004 -5.1936 2.3444
H 3.4543 -2.6766 1.0495
H 3.7423 -3.0211 2.7375
H 1.7103 -1.4673 2.0794
H 1.4868 -2.6433 3.3629
H 0.3300 -4.0436 2.0190
*
```

As for the expectation value of S²: 6.02. The calculation puts the frontier orbital gap (spin up / spin down) at 6.92 / 5.78 eV.